{
  "formula": "C50H59N5O5PS7V",
  "method": "ωB97M-V with the def2-TZVPD basis set",
  "elements": ["V", "S", "S", "S", "S", "N", "S", "N", "S", "N", "S", "N", "C", "C", "C", "C", "C", "C", "C", "C", "C", "C", "C", "C", "C", "C", "C", "C", "C", "C", "C", "C", "C", "C", "C", "C", "C", "C", "C", "C", "C", "C", "C", "C", "C", "C", "C", "C", "H", "H", "H", "H", "H", "H", "H", "H", "H", "H", "H", "H", "H", "H", "H", "H", "H", "H", "H", "H", "H", "H", "H", "H", "H", "H", "H", "H", "H", "H", "C", "C", "C", "C", "O", "P", "O", "O", "O", "C", "C", "C", "C", "H", "H", "H", "H", "H", "H", "H", "H", "H", "H", "H", "H", "H", "H", "H", "H", "H", "H", "O", "C", "C", "C", "C", "C", "C", "N", "H", "H", "H", "H", "H", "H", "H", "H", "H", "H", "H"],
  "positions_angstrom": [[0.863676, -1.392820, -0.608936], [1.226666, -2.769341, 1.379336], [3.090979, -3.600838, 0.918861], [3.499648, -2.854089, -0.994805], [5.160452, -1.684554, -1.058871], [2.219430, -0.042075, 0.032883], [2.379910, 0.416212, 1.403614], [1.082367, 0.645541, 2.388767], [-0.171433, 1.500210, 2.139582], [-1.006141, 1.701495, 0.880443], [-1.760596, 0.530461, -0.100833], [-0.418118, -0.601241, 0.066006], [-2.840832, -0.543686, 0.885603], [-3.806729, -0.020764, 1.734313], [-4.654772, -0.871356, 2.427018], [-4.543565, -2.246628, 2.271310], [-3.571481, -2.766130, 1.429401], [-2.711462, -1.921584, 0.740595], [-3.243494, 1.869144, -0.349894], [-2.974073, 3.225442, -0.526379], [-3.878968, 4.075171, -1.155983], [-5.087212, 3.585294, -1.629047], [-5.376480, 2.237101, -1.465032], [-4.463117, 1.397202, -0.841647], [0.219659, 3.180874, 2.593169], [0.239206, 4.180809, 1.640593], [0.651161, 5.453184, 2.015216], [1.016382, 5.711844, 3.326599], [0.993764, 4.694367, 4.272387], [0.610713, 3.416482, 3.903968], [-1.174286, 0.912004, 3.494338], [-1.000815, -0.385108, 3.946236], [-1.813858, -0.844490, 4.973494], [-2.769854, -0.010568, 5.533363], [-2.947652, 1.279557, 5.048097], [-2.157206, 1.743632, 4.010042], [3.368931, -0.488973, 2.598899], [4.657883, -0.756262, 2.172414], [5.524417, -1.427095, 3.024555], [5.094222, -1.823511, 4.279742], [3.790474, -1.559696, 4.688688], [2.917754, -0.888742, 3.848172], [3.282318, 1.963097, 1.412801], [3.718031, 2.439070, 0.190100], [4.420395, 3.636643, 0.149436], [4.679986, 4.331275, 1.321638], [4.255343, 3.826253, 2.546250], [3.561642, 2.628867, 2.597400], [-3.898972, 1.050503, 1.843824], [-5.402235, -0.454193, 3.090638], [-5.208551, -2.910463, 2.810820], [-3.467962, -3.836684, 1.304823], [-1.944081, -2.329543, 0.097254], [-2.039455, 3.632699, -0.167982], [-3.634978, 5.124909, -1.279444], [-5.792665, 4.242558, -2.122895], [-6.314763, 1.834898, -1.830893], [-4.719344, 0.347264, -0.736227], [-0.040106, 3.951903, 0.622590], [0.685141, 6.240837, 1.273628], [1.330915, 6.707436, 3.613296], [1.291316, 4.892933, 5.294149], [0.616108, 2.606918, 4.623628], [-0.256471, -1.022202, 3.480073], [-1.697364, -1.859400, 5.330240], [-3.393117, -0.371624, 6.341985], [-3.708878, 1.921325, 5.472252], [-2.299560, 2.738242, 3.604929], [4.965956, -0.508662, 1.159561], [6.522228, -1.664380, 2.679290], [5.767116, -2.357491, 4.940034], [3.448084, -1.887922, 5.662360], [1.900832, -0.687525, 4.148822], [3.519575, 1.851328, -0.696837], [4.772209, 4.016557, -0.801361], [5.228842, 5.264588, 1.286549], [4.472208, 4.363423, 3.461468], [3.242758, 2.208484, 3.543779], [2.404485, 1.782920, -3.139979], [0.963000, 2.286983, -3.099360], [0.771064, 3.245897, -1.935660], [0.565320, 2.932659, -4.419331], [0.025087, 1.221828, -2.823903], [0.201797, -0.265467, -3.418457], [0.394922, -0.276445, -4.883572], [1.231363, -0.977568, -2.548658], [-1.203269, -0.886917, -2.966044], [-2.361330, -1.070035, -3.807924], [-2.050680, -1.988511, -4.989129], [-3.372118, -1.739516, -2.889293], [-2.850924, 0.293949, -4.277942], [3.087709, 2.635912, -3.164625], [2.577315, 1.174017, -4.028063], [2.622637, 1.165618, -2.267048], [1.428903, 4.113952, -2.030251], [0.991934, 2.726221, -1.001944], [-0.269184, 3.583612, -1.912846], [1.228026, 3.772481, -4.644577], [-0.462251, 3.299809, -4.360637], [0.633764, 2.195070, -5.219618], [-1.437805, -2.826296, -4.650180], [-1.502194, -1.464469, -5.767937], [-2.982852, -2.389060, -5.395459], [-2.989387, -2.706911, -2.555229], [-4.319251, -1.890447, -3.411841], [-3.549908, -1.116279, -2.012532], [-2.072966, 0.778612, -4.869975], [-3.091975, 0.926019, -3.421038], [-3.744861, 0.183807, -4.897849], [0.044142, -3.135644, -1.437951], [0.125936, -3.970931, -2.321035], [1.231518, -4.055167, -3.326547], [1.925045, -5.428212, -3.138704], [1.891748, -6.003049, -1.705612], [0.619458, -6.764377, -1.295177], [-0.611765, -5.877430, -1.118593], [-0.768413, -5.029989, -2.319098], [1.908825, -3.223426, -3.159205], [0.821684, -3.951337, -4.335792], [2.967753, -5.300363, -3.428672], [1.498121, -6.165025, -3.829560], [2.090354, -5.209929, -0.979199], [2.733235, -6.691940, -1.606916], [0.809521, -7.293302, -0.357153], [0.397315, -7.532603, -2.048641], [-0.496357, -5.210320, -0.262822], [-1.515039, -6.471614, -0.973239], [-0.637509, -5.595182, -3.149434]],
  "forces_ev_per_a": [[0.35, -0.06, 0.71], [-0.06, -0.04, 0.05], [0.04, 0.01, 0.02], [-0.08, -0.04, -0.04], [-0.01, 0.01, -0.01], [0.22, 0.30, -0.14], [-0.09, -0.11, 0.14], [0.29, 0.20, -0.11], [-0.30, -0.21, -0.08], [0.16, 0.13, -0.04], [-0.42, 0.35, 0.15], [0.40, -0.50, -0.61], [0.00, -0.05, 0.00], [0.09, -0.01, 0.08], [0.03, -0.01, 0.04], [0.00, 0.02, 0.01], [0.01, 0.00, -0.02], [-0.04, -0.01, -0.04], [0.13, 0.00, -0.13], [-0.07, -0.04, 0.04], [-0.03, -0.01, 0.01], [0.02, 0.02, 0.01], [0.02, -0.03, 0.02], [-0.01, -0.01, -0.05], [-0.03, -0.07, 0.08], [0.05, 0.02, -0.09], [0.00, 0.00, -0.05], [0.01, 0.01, 0.00], [0.03, -0.02, 0.02], [-0.01, 0.00, 0.04], [-0.02, 0.06, 0.00], [0.02, -0.09, -0.05], [-0.02, -0.01, -0.04], [-0.03, -0.01, -0.01], [-0.01, 0.02, -0.01], [-0.01, -0.01, 0.02], [0.02, -0.04, -0.05], [0.02, -0.05, -0.03], [0.00, 0.00, 0.00], [0.00, 0.00, 0.00], [0.00, 0.01, -0.01], [0.01, 0.05, 0.03], [-0.05, 0.03, 0.05], [0.00, -0.01, -0.01], [0.00, 0.01, 0.01], [-0.01, 0.00, -0.02], [-0.01, 0.01, 0.03], [-0.06, 0.04, 0.01], [0.00, -0.02, 0.01], [0.00, 0.00, 0.01], [0.01, 0.01, 0.00], [-0.01, 0.00, 0.00], [0.01, 0.01, 0.01], [0.05, 0.00, 0.01], [0.01, -0.01, 0.00], [0.01, 0.00, 0.00], [0.01, 0.00, 0.01], [0.01, 0.02, -0.04], [-0.03, 0.02, -0.01], [0.00, -0.01, 0.00], [-0.01, -0.01, 0.00], [-0.01, -0.01, -0.01], [0.00, 0.01, 0.00], [0.00, -0.02, 0.02], [0.00, 0.00, -0.01], [0.00, 0.00, -0.01], [0.00, 0.00, 0.00], [0.00, 0.01, 0.01], [-0.02, 0.00, 0.01], [0.00, 0.00, 0.01], [0.00, 0.00, 0.00], [0.00, 0.00, 0.00], [0.00, -0.01, 0.00], [0.02, 0.05, 0.08], [0.00, 0.00, 0.01], [0.00, -0.01, 0.00], [0.00, -0.01, -0.01], [0.00, 0.01, -0.01], [-0.07, -0.08, -0.02], [0.07, -0.01, 0.03], [-0.06, 0.06, 0.01], [0.01, 0.01, -0.03], [-0.03, -0.01, -0.07], [0.02, 0.03, -0.02], [0.12, 0.04, -0.02], [-0.32, 0.22, 0.18], [-0.05, -0.25, -0.10], [-0.01, 0.14, -0.01], [0.05, 0.00, 0.02], [0.00, 0.00, 0.03], [-0.04, -0.02, -0.02], [-0.02, 0.01, -0.02], [0.01, -0.01, 0.00], [-0.05, -0.01, -0.09], [0.00, -0.01, -0.01], [0.03, -0.03, 0.02], [0.03, 0.00, 0.03], [-0.01, 0.00, 0.00], [0.02, -0.01, 0.00], [-0.01, 0.02, 0.01], [-0.05, -0.03, 0.02], [0.04, 0.00, 0.02], [0.00, 0.04, -0.02], [-0.01, 0.01, 0.00], [0.00, 0.00, 0.00], [0.00, -0.01, -0.02], [-0.02, 0.00, 0.00], [0.01, 0.01, 0.00], [0.00, -0.01, 0.02], [-0.22, -0.08, 0.20], [0.00, 0.05, -0.10], [-0.04, 0.02, -0.03], [0.00, 0.00, 0.02], [0.00, 0.02, 0.01], [0.00, 0.00, -0.01], [-0.01, 0.01, -0.02], [-0.05, -0.04, -0.01], [0.00, 0.01, -0.01], [0.00, -0.01, 0.00], [0.01, 0.01, 0.00], [0.00, -0.01, 0.00], [0.00, -0.01, -0.01], [0.00, -0.01, -0.01], [-0.01, 0.00, 0.00], [0.01, 0.00, 0.00], [0.00, 0.00, -0.01], [-0.01, 0.00, 0.00], [0.00, -0.01, 0.00]],
  "homo_lumo_gap_ev": [5.0, 5.0],
  "spin_multiplicity": 2,
  "e_tot_ev": -181320.203,
  "e_homo_ev": [-3.1, -3.1],
  "s_squared": 0.795,
  "charge": -1
}